The following is a quantum chemistry calculation of the ion C3H2Br2FN2S with charge +1 in a non-equilibrium geometry, from the OMol25 dataset.

Element x y z (Å)
Br  -2.664  -1.477  0.038
Br  2.742  -1.884  -0.160
S  0.937  2.636  -0.183
F  2.179  2.018  0.729
N  -0.155  1.605  -0.245
N  0.087  -1.298  0.179
C  -1.069  -0.553  -0.015
C  1.166  -1.027  -0.513
C  -1.159  0.774  -0.317
H  -2.024  1.353  -0.192
H  -0.041  -2.147  0.679

The value obtained for the HOMO energy is -12.72 eV. As for the total charge: +1. The calculation puts the molecular weight at 276.94 g mol⁻¹.